75
Properties=species:S:1:pos:R:3 method="wB97M-V/def2-TZVPD" smiles="CCCCCC1=CC(=O)C=CC1=O.Fc1ccccc1.Fc1ccccc1.Fc1ccccc1.Fc1ccccc1" e_homo_ev=-9.01 orbital_gap_ev=7.8093
C -3.908 2.049 -5.559
H -5.540 2.394 2.035
F 4.771 -2.232 -1.880
H 3.439 5.804 3.558
H 2.342 -2.890 2.199
C 3.052 -1.849 0.341
H 6.529 -0.425 -1.279
C 3.440 2.687 4.897
C -3.626 -1.884 -0.417
H -7.894 2.434 2.845
H -4.782 0.563 0.549
O -2.541 -1.098 3.375
H 2.507 -2.287 -0.572
H -4.696 0.065 -5.304
C 8.217 -1.227 -2.359
H -0.150 0.147 2.235
C -3.923 0.856 -3.461
C -3.615 -3.150 0.572
H 4.219 -2.941 1.892
C 6.044 -2.238 -2.309
C 3.836 3.994 2.469
C -3.302 3.136 -4.938
C -2.313 -0.968 -0.320
C -0.437 0.012 1.144
C 2.176 -0.585 0.873
C 7.797 -3.267 -3.578
H 8.147 -4.061 -4.229
H 2.609 0.366 0.400
F -2.416 4.114 -2.986
C 8.665 -2.250 -3.191
H 4.085 -1.535 0.001
C -3.307 1.938 -2.842
H -8.699 -1.194 0.736
H 0.442 -1.920 0.515
H 3.284 2.162 5.832
H 0.592 -0.587 -0.807
H -4.170 -0.031 -2.886
H -3.061 1.910 -1.786
C 3.753 1.971 3.753
H 8.895 -0.437 -2.055
C 0.696 -0.814 0.316
H -3.060 4.033 -5.495
H 3.984 4.502 1.522
H 5.794 -4.053 -3.415
H 2.245 -0.600 2.006
C -3.006 3.067 -3.586
H 4.203 2.027 1.661
H 3.096 4.643 5.718
C -2.488 -1.590 2.234
H -0.576 1.073 0.722
C -3.084 -3.040 1.884
C 3.955 2.610 2.539
C 3.527 4.724 3.612
H -3.043 -3.905 2.617
H 3.114 -4.077 0.968
O -4.550 -1.634 -1.212
H -4.136 2.089 -6.619
H 9.693 -2.254 -3.536
H -1.822 -0.484 -1.218
C -5.806 0.579 0.910
C -1.782 -0.851 0.996
C -6.231 1.610 1.744
H -6.359 -1.229 -0.112
C -4.220 0.911 -4.821
C -8.413 0.622 1.831
C 6.481 -3.265 -3.130
C -6.689 -0.430 0.539
C -7.543 1.635 2.203
C 3.172 -3.026 1.428
C 3.332 4.072 4.827
F -9.679 0.644 2.278
C 6.897 -1.218 -1.920
C -7.999 -0.412 1.007
F 3.862 0.634 3.822
H -4.027 -4.142 0.216